Computed, not measured: a cluster of 6 separate species, C36H46ClFIO21PS in total, with wB97M-V/def2-TZVPD.

```
108
Properties=species:S:1:pos:R:3
O 9.7223 -5.2936 -0.1236
C 8.8025 -5.0238 -1.0856
C 9.3541 -4.2602 -2.4618
C 8.1300 -3.8801 -3.5106
C 8.1326 -4.7257 -4.9483
C 6.9478 -4.5034 -6.1070
C 5.7890 -3.3981 -5.7334
C 5.8038 -2.5180 -4.3111
C 6.9772 -2.7332 -3.1391
C 6.9411 -1.8899 -1.7284
C 8.3687 -1.2048 -1.2989
O 8.9748 -1.7025 -0.1852
I 9.3715 0.4622 -2.3121
C 4.5653 -1.4071 -4.1388
O 4.7348 -0.1568 -3.6995
C 3.0666 -1.9728 -4.6191
C 3.0560 -2.8530 -6.0413
C 1.6661 -3.4718 -6.6589
Cl 1.5762 -4.4534 -8.2400
C 0.2794 -3.1614 -5.7856
F -1.0026 -3.6883 -6.3090
C 0.2924 -2.2990 -4.3725
C -1.1496 -2.0434 -3.6358
C -1.4306 -3.0230 -2.3401
C -2.7425 -3.9979 -2.4940
S -2.8125 -5.3235 -1.1518
C 1.6738 -1.6815 -3.7415
P 1.8404 -0.6433 -2.1481
O 0.3867 -0.6232 -1.1906
O 2.1473 1.0628 -2.5222
C 4.5266 -3.1158 -6.7937
O 4.6644 -3.1349 -8.1320
H 7.6988 -5.3777 -0.9216
H 10.0163 -3.3064 -2.1868
H 10.0787 -5.0416 -2.9881
H 8.9958 -5.5130 -5.1779
H 6.9380 -5.1251 -7.1185
H 6.6546 -2.6732 -0.8758
H 6.1194 -1.0532 -1.6768
H -1.9808 -2.1467 -4.4855
H -1.1956 -0.9202 -3.2452
H -1.6027 -2.3063 -1.4014
H -0.4293 -3.6057 -2.1406
H -3.6938 -3.3218 -2.4005
H -2.7055 -4.4735 -3.5639
H -1.5189 -5.4150 -0.6136
H -0.0811 0.2770 -1.2528
H 1.5777 1.2085 -3.3576
C 2.0108 -0.4253 1.2212
O 2.1903 -0.2646 2.6269
C 1.5012 0.7745 3.1625
O 0.7738 1.5429 2.5531
O 1.7615 0.8102 4.4939
C 1.0982 1.8615 5.1934
H 2.6069 -1.2840 0.9004
H 0.9608 -0.6281 0.9868
H 2.3650 0.4599 0.6830
H 0.0117 1.7500 5.1178
H 1.4158 2.8381 4.8141
H 1.3781 1.7947 6.2483
C -2.4065 2.6439 3.9436
O -2.4761 2.7932 5.3603
C -3.6001 3.4120 5.8019
O -4.5109 3.8289 5.1035
O -3.5352 3.4866 7.1553
C -4.6601 4.1190 7.7627
H -1.4678 2.1374 3.7029
H -3.2341 2.0265 3.5795
H -2.4059 3.6220 3.4518
H -5.5777 3.5606 7.5512
H -4.7496 5.1561 7.4237
H -4.5019 4.1235 8.8447
C -4.8464 -1.5653 -6.9687
O -5.6024 -0.4080 -6.6177
C -5.4730 -0.0286 -5.3213
O -4.7872 -0.5831 -4.4768
O -6.2388 1.0748 -5.1274
C -6.2001 1.5895 -3.7977
H -5.0250 -1.7777 -8.0264
H -3.7758 -1.3836 -6.8300
H -5.1725 -2.4315 -6.3839
H -5.1835 1.8972 -3.5323
H -6.5803 0.8495 -3.0861
H -6.8475 2.4698 -3.7571
C -0.6517 4.8075 8.2230
O 0.6753 5.2395 7.9285
C 0.7459 6.2520 7.0279
O -0.2024 6.7917 6.4797
O 2.0545 6.5600 6.8428
C 2.2826 7.6174 5.9131
H -0.5887 3.9959 8.9531
H -1.2340 5.6229 8.6640
H -1.1414 4.4232 7.3224
H 1.8174 8.5451 6.2618
H 1.9102 7.3454 4.9202
H 3.3618 7.7790 5.8432
C -9.4926 -0.5352 2.8113
O -8.8593 0.6912 2.4519
C -7.6437 0.8805 3.0244
O -7.0830 0.1104 3.7884
O -7.1600 2.0751 2.5996
C -5.8769 2.4091 3.1255
H -10.4564 -0.5813 2.2968
H -8.8892 -1.3900 2.4892
H -9.6760 -0.5734 3.8899
H -5.1291 1.6719 2.8161
H -5.9158 2.4886 4.2167
H -5.5884 3.3828 2.7199
```

The value obtained for the orbital gap is 0.257 Eh. As for the total charge: 0. The SMILES is O=CCc1ccc2c(c1CC(=O)I)C(=O)c1c(c(Cl)c(F)c(CCCS)c1P(O)O)C2=O.COC(=O)OC.COC(=O)OC.COC(=O)OC.COC(=O)OC.COC(=O)OC.

Computed, not measured: a cluster of 2 separate species, C5H7BrO in total, with wB97M-V/def2-TZVPD.

```
14
Properties=species:S:1:pos:R:3
C 0.4647 -1.1356 -0.1137
C 0.0820 1.7873 -0.1446
C -0.4933 2.9771 0.2670
C 1.0569 -0.0156 0.2672
C 1.1072 -2.4628 -0.0836
O -0.8675 -1.1298 -0.5752
Br 2.8003 0.3365 0.5563
H 0.5816 1.8313 -1.1216
H -0.8918 -0.2330 -0.8196
H -0.9570 3.0285 1.2559
H -0.8392 3.6963 -0.5048
H 0.2755 -3.0861 -0.3819
H 1.2384 -2.7499 0.9834
H 2.1044 -2.5341 -0.5083
```

The energy above the lowest of the compared OMol25 structures with the same formula, charge and spin comes out at 378.34 kJ/mol. The value obtained for the orbital gap is 0.346 Eh. As for the total charge: 0.

Computed, not measured: a structure of composition C29H25AsIrN4O9, with wB97M-V/def2-TZVPD.

```
69
Properties=species:S:1:pos:R:3
Ir 0.6388 0.9296 1.1478
C -0.9776 0.7245 3.8785
C 0.4042 0.6821 3.6678
C 1.0941 1.8407 3.2189
C 0.3492 3.0261 2.9694
C -1.0160 3.0374 3.1640
C -1.6752 1.8918 3.6364
H -1.4964 -0.1389 4.2712
H 0.9719 -0.1761 3.9996
H 2.1749 1.8883 3.2875
H 0.8541 3.9274 2.6484
H -1.5668 3.9515 2.9770
H -2.7402 1.9166 3.8242
O -0.0245 0.5594 -1.0131
C -1.1808 0.3676 -0.5766
N -1.3296 0.3813 0.7420
C -2.6618 0.0539 1.1019
O -3.0998 -0.0803 2.2091
C -3.3677 -0.1498 -0.2125
C -4.6609 -0.5408 -0.4619
C -5.0195 -0.7315 -1.8002
C -4.1126 -0.5134 -2.8305
C -2.8029 -0.1120 -2.5679
C -2.4525 0.0532 -1.2446
H -5.3693 -0.6940 0.3433
H -6.0240 -1.0587 -2.0361
H -4.4265 -0.6588 -3.8561
H -2.0960 0.0603 -3.3696
C 2.7998 -2.0284 0.0069
As 1.2154 -1.5230 0.9703
C 1.4051 -2.4709 2.6438
C -0.2457 -2.5158 0.0804
C 0.0288 -3.9880 0.0052
C -0.3988 -4.8533 1.0030
C -0.2327 -6.2644 0.8805
C 0.3857 -6.8056 -0.2283
C 0.8219 -5.9561 -1.2255
C 0.6574 -4.5448 -1.1002
H 2.9144 -3.1065 0.0997
H 3.6556 -1.5253 0.4497
H 2.7281 -1.7294 -1.0349
H 1.6251 -3.5165 2.4371
H 0.4959 -2.3913 3.2362
H 2.2380 -2.0460 3.2023
H -0.3358 -2.0747 -0.9092
H -1.1387 -2.3006 0.6628
H -0.8882 -4.4465 1.8826
H -0.6026 -6.9177 1.6621
H 0.5327 -7.8733 -0.3127
H 1.2870 -6.3637 -2.1155
H 1.0076 -3.8914 -1.8938
O 3.2969 4.0380 -5.2860
N 2.6229 4.7864 -4.6031
O 2.2723 5.9098 -4.8972
C 2.1861 4.2739 -3.2888
C 2.6123 3.0526 -2.8782
C 2.2024 2.5788 -1.6381
C 1.3259 3.3002 -0.7804
O 0.8786 2.8527 0.3433
C 0.9285 4.5745 -1.2831
C 1.3412 5.0436 -2.5019
N 0.0047 5.4482 -0.5156
O -0.0873 5.2992 0.6925
O -0.5715 6.3080 -1.1501
N 2.6528 1.2829 -1.2577
O 2.6221 0.9426 -0.0424
O 3.0826 0.5245 -2.0812
H 3.2742 2.4691 -3.5011
H 1.0125 6.0111 -2.8508
```

The energy above the lowest of the compared OMol25 structures with the same formula, charge and spin comes out at 231.27 kJ/mol. The value obtained for the orbital gap (alpha / beta) is 0.204 / 0.169 Eh. As for the spin multiplicity: 2. As for the total charge: +2.

Computed, not measured: a structure of composition C24H31F3N3O10P2RuSSe2, with wB97M-V/def2-TZVPD.

```
77
Properties=species:S:1:pos:R:3
Ru 0.4069 1.0552 -0.1866
C 2.3729 -6.4492 1.6354
C 1.5382 -5.1963 1.6966
C 0.1793 -5.2253 1.4007
C -0.5774 -4.0637 1.4239
C 0.0243 -2.8548 1.7422
C 1.3779 -2.8061 2.0327
C 2.1229 -3.9756 2.0163
S -1.0135 -1.4023 1.7681
O -1.7537 -1.4850 3.0079
O -1.7952 -1.4756 0.5575
N -0.0607 -0.1270 1.6972
C 0.4182 0.4595 2.8592
C 0.4465 -0.0963 4.1261
C 0.8843 0.6471 5.2362
C 1.2623 1.9534 5.1188
C 1.2459 2.5635 3.8442
C 1.5051 3.9413 3.6504
C 1.3876 4.4755 2.4066
C 1.1103 3.6238 1.3186
N 0.9297 2.3337 1.4531
C 0.8983 1.8012 2.7140
H 1.7447 -7.3400 1.6026
H 3.0318 -6.5267 2.5022
H 3.0034 -6.4519 0.7430
H -0.2916 -6.1658 1.1355
H -1.6297 -4.0796 1.1713
H 1.8509 -1.8584 2.2424
H 3.1853 -3.9307 2.2309
H 0.0729 -1.0978 4.2744
H 0.8824 0.1747 6.2119
H 1.5449 2.5409 5.9846
H 1.7458 4.5600 4.5079
H 1.5001 5.5339 2.2207
H 1.0316 4.0444 0.3289
O -0.5599 -3.3190 -2.3477
C 0.6817 -2.8637 -1.8186
C 1.4249 -1.9016 -2.7568
C 1.9517 -2.7433 -3.9303
O 2.6457 -2.0038 -4.9376
C 0.4785 -0.8425 -3.3352
Se -0.7419 0.0080 -2.0779
C 2.6203 -1.2627 -2.0376
Se 2.3649 -0.4942 -0.2494
H -1.2034 -2.6384 -2.0978
H 1.3018 -3.7499 -1.6425
H 0.5251 -2.3676 -0.8609
H 1.1070 -3.2785 -4.3797
H 2.6625 -3.4834 -3.5508
H 2.2585 -1.1221 -4.9598
H -0.1720 -1.3104 -4.0770
H 1.0449 -0.0480 -3.8222
H 3.0822 -0.5219 -2.6875
H 3.3640 -2.0434 -1.8487
N -2.3095 2.6328 -2.3305
C -3.3794 3.0921 -1.3651
C -4.7486 2.7016 -1.8966
P -2.9481 2.2592 0.2442
O -3.6069 0.7938 -0.0382
O -3.5537 2.9343 1.3971
O -1.4595 2.0319 0.1114
P -3.1696 4.9506 -1.3287
O -3.1538 5.0780 -3.0143
O -4.4091 5.6275 -0.8750
O -1.7992 5.2528 -0.8448
H -2.2669 1.6106 -2.4449
H -1.4032 2.8937 -1.9172
H -2.4231 3.1208 -3.2190
H -4.8264 1.6195 -2.0211
H -4.9516 3.2079 -2.8430
H -5.5014 3.0268 -1.1802
H -3.0092 0.1164 0.3202
H -3.4921 5.9540 -3.2258
F 1.9543 1.7187 -2.6455
C 1.5366 2.1940 -1.4347
F 0.8288 3.3600 -1.8176
F 2.6730 2.7093 -0.8882
```

The energy above the lowest of the compared OMol25 structures with the same formula, charge and spin comes out at 78.68 kJ/mol. The value obtained for the orbital gap (alpha / beta) is 0.230 / 0.223 Eh. As for the spin multiplicity: 2. As for the total charge: -2.

Computed, not measured: an isolated molecule of C11H11FO2, with wB97M-V/def2-TZVPD.

```
25
Properties=species:S:1:pos:R:3
F -4.1808 0.3428 -1.7945
O 2.7483 -1.6047 -0.1761
O 0.2731 0.4048 1.5316
C -3.3202 0.2858 0.4496
C -2.1136 0.2318 1.2333
C -1.8335 0.2292 -1.5465
C -3.1163 0.2337 -0.9842
C -0.7994 0.3451 0.6734
C -0.5913 0.3241 -0.7380
C 1.7264 -2.2428 0.5575
C 0.7101 0.4767 -1.2604
C 1.6335 1.1798 -0.3231
C 2.3014 -0.8912 0.9800
C 1.6421 0.4960 1.0361
H -4.2859 0.5826 0.7333
H -2.3629 0.2678 2.2208
H -1.8509 0.3399 -2.6619
H 0.6509 -2.1765 0.1612
H 2.0221 -3.1074 0.9917
H 1.0948 -0.4898 -1.6854
H 0.5825 1.1378 -2.1029
H 2.5539 1.2005 -0.7593
H 1.3999 2.1720 -0.0482
H 2.9842 -0.9387 1.7945
H 2.1315 1.2007 1.7176
```

The energy above the lowest of the compared OMol25 structures with the same formula, charge and spin comes out at 85.14 kJ/mol. The value obtained for the orbital gap is 0.335 Eh. As for the total charge: 0. The SMILES is Fc1ccc2c(c1)CC[C@H]([C@H]1CO1)O2.

Computed, not measured: a structure of composition C28H53I2NO6P, with wB97M-V/def2-TZVPD.

```
91
Properties=species:S:1:pos:R:3
C 6.1316 1.5667 2.3013
C 4.8665 2.4337 2.1917
C 3.5973 1.6581 2.5563
N 3.3550 0.4598 1.7100
C 3.8000 -0.6977 2.2087
C 3.6381 -1.8653 1.5675
C 2.9516 -1.8580 0.3650
C 2.7856 -3.1974 -0.2659
I 0.9823 -4.2887 -0.0328
C 3.8136 -3.7058 -0.9440
C 5.1341 -2.9826 -1.1126
I 3.7601 -5.6208 -1.8567
C 2.4643 -0.6601 -0.1712
P 1.5262 -0.7948 -1.7350
O 0.3165 -1.5624 -1.5233
O 2.4492 -1.5932 -2.7840
O 1.1397 0.6120 -2.4078
C 2.7041 0.5052 0.5414
C 2.2138 1.8359 0.0335
C 0.8229 2.2353 0.6111
C -0.1227 1.0656 0.9229
C -1.2640 1.5765 1.8753
C -2.6685 1.6162 1.2196
C -3.6148 0.5781 1.8319
C -3.3245 -0.8803 1.3772
C -4.4837 -1.5448 0.5721
C -4.1715 -1.6700 -0.9296
C -4.3453 -0.3472 -1.6984
C -3.5157 -0.3277 -3.0103
C -2.2882 0.5830 -2.8537
O -2.6468 1.9048 -3.2086
C -1.5422 2.7785 -3.2015
H 6.9802 2.1836 2.0058
H 6.2649 1.1621 3.3056
H 6.0763 0.7439 1.5818
H 4.8090 2.8299 1.1749
H 4.9126 3.3011 2.8538
H 2.7378 2.3228 2.4828
H 3.6012 1.3232 3.5925
H 4.3051 -0.6865 3.1650
H 3.9942 -2.8023 1.9749
H 5.4636 -2.6594 -0.1188
H 5.0584 -2.0903 -1.7374
H 5.8940 -3.6719 -1.4704
H 3.1962 -1.0520 -3.0864
H 1.8526 0.8839 -3.0091
H 2.2712 1.9012 -1.0450
H 2.9218 2.5963 0.3690
H 0.3342 2.8476 -0.1540
H 0.9525 2.9069 1.4618
H -0.6177 0.7387 0.0075
H 0.3511 0.2389 1.4582
H -0.9763 2.5276 2.3295
H -1.3265 0.8732 2.7130
H -3.1042 2.5953 1.4470
H -2.6001 1.5163 0.1349
H -3.6412 0.6486 2.9219
H -4.6239 0.8275 1.4852
H -3.1771 -1.5256 2.2454
H -2.4383 -0.8988 0.7332
H -5.4455 -1.0587 0.7582
H -4.5885 -2.5739 0.9336
H -3.1294 -1.9939 -1.0235
H -4.8445 -2.3971 -1.3933
H -5.3880 -0.1680 -1.9746
H -4.0564 0.4718 -1.0321
H -4.1352 0.1442 -3.7767
H -3.1875 -1.3278 -3.2934
H -2.0203 0.5876 -1.7848
H -1.4449 0.1856 -3.4327
H -1.0896 2.8020 -4.2021
H -0.7936 2.4762 -2.4567
H -1.8498 3.7967 -2.9481
C 1.5192 -6.0780 4.0610
C 2.5188 -4.9679 4.3164
O 2.8947 -4.3259 3.0925
H 1.9388 -6.8181 3.3789
H 1.2411 -6.5746 4.9911
H 0.6145 -5.6830 3.5926
H 3.4282 -5.3651 4.7639
H 2.0999 -4.2192 4.9960
H 2.0957 -3.9600 2.6935
C -5.3359 3.7522 -3.1568
C -5.5551 4.6414 -4.3666
O -6.6728 5.5062 -4.1818
H -6.2261 3.1520 -2.9608
H -4.4856 3.0827 -3.3081
H -5.1507 4.3558 -2.2631
H -5.7597 4.0392 -5.2506
H -4.6645 5.2495 -4.5632
H -6.4967 6.0518 -3.4096
```

The energy above the lowest of the compared OMol25 structures with the same formula, charge and spin comes out at 0.00 kJ/mol. The value obtained for the orbital gap is 0.259 Eh. As for the total charge: +1.

Computed, not measured: a structure of composition C4H4N2, with wB97M-V/def2-TZVPD.

```
10
Properties=species:S:1:pos:R:3
N -0.5633 1.3625 0.5294
C 0.1629 0.3216 -0.1365
C -0.1066 -1.0563 0.2884
C -0.3230 -2.1629 0.7224
C 0.6893 0.5521 -1.4562
N 1.3039 0.7328 -2.4280
H -1.4620 1.6336 0.1399
H -0.6718 1.1667 1.5191
H 1.4551 0.6088 -0.2679
H -0.4846 -3.1590 1.0895
```

The energy above the lowest of the compared OMol25 structures with the same formula, charge and spin comes out at 423.82 kJ/mol. The value obtained for the orbital gap is 0.368 Eh. As for the total charge: 0.

Computed, not measured: a structure of composition C31H30CrN6O3Si, with wB97M-V/def2-TZVPD.

```
72
Properties=species:S:1:pos:R:3
Cr -0.5088 -0.8193 -0.8714
O -0.9913 -2.4808 -4.5408
C -0.8122 -2.2472 -3.3337
N -1.1722 -1.0890 -2.6816
C -2.3563 -0.4139 -2.9769
C -2.8891 -0.2231 -4.2456
C -4.1156 0.4245 -4.3957
C -4.8021 0.8697 -3.2805
C -4.2864 0.6780 -1.9970
C -3.0587 0.0393 -1.8229
N -2.3885 -0.2365 -0.6276
C -2.8097 0.1686 0.6136
O -3.9048 0.7135 0.8480
C -1.8534 -0.1205 1.6732
C -2.2642 -0.3226 2.9744
C -1.4801 -1.0189 3.8875
C -0.3292 -1.6633 3.3510
C 0.1182 -1.4103 2.1013
N -0.4378 -0.3118 1.3286
C -0.2536 -3.2067 -2.3974
C 0.3307 -4.4034 -2.8206
C 0.8107 -5.3158 -1.9181
C 0.6902 -4.9922 -0.5282
C 0.1180 -3.7994 -0.1715
N -0.3814 -2.8936 -1.0326
H -2.3373 -0.6002 -5.0937
H -4.5249 0.5757 -5.3897
H -5.7599 1.3685 -3.3919
H -4.8283 1.0086 -1.1260
H -3.2782 -0.0202 3.2140
H -1.8261 -1.2335 4.8904
H 0.1800 -2.4337 3.9244
H 0.9792 -1.9064 1.6795
H 0.3778 -4.5710 -3.8900
H 1.2564 -6.2487 -2.2427
H 1.0380 -5.6651 0.2454
H 0.0020 -3.5579 0.8749
O 1.4890 -1.0205 -0.9808
C 2.5100 -0.2612 -1.1269
C 3.8105 -0.8399 -1.0721
C 4.9502 -0.0857 -1.1964
C 4.8774 1.3003 -1.3866
C 3.6307 1.8854 -1.4547
C 2.4479 1.1439 -1.3426
C 1.1531 1.8074 -1.4078
N -0.0436 1.2809 -1.2011
C -0.9602 2.3073 -1.3011
C -0.3143 3.4680 -1.5653
N 1.0267 3.1460 -1.6198
H 3.8493 -1.9119 -0.9243
H 5.9194 -0.5707 -1.1411
H 5.7735 1.9020 -1.4683
H 3.5844 2.9626 -1.5812
H -2.0128 2.1422 -1.1592
H -0.6735 4.4721 -1.6983
H 1.7716 3.7543 -1.9009
C 2.3187 2.6836 2.9000
Si 0.8095 1.6327 3.3457
C -0.5687 2.8101 3.8575
C 1.3261 0.6448 4.8550
C 0.3464 0.9081 1.6540
H 2.5711 3.3766 3.7068
H 2.1473 3.2658 1.9915
H 3.1855 2.0445 2.7157
H -0.3658 3.2791 4.8241
H -1.5108 2.2628 3.9249
H -0.6982 3.5990 3.1133
H 1.6306 1.3550 5.6308
H 2.1716 -0.0102 4.6371
H 0.5078 0.0319 5.2228
H -0.2034 1.7503 1.2156
H 1.2924 0.8422 1.1041
```

The energy above the lowest of the compared OMol25 structures with the same formula, charge and spin comes out at 0.00 kJ/mol. The value obtained for the orbital gap (alpha / beta) is 0.128 / 0.175 Eh. As for the spin multiplicity: 5. As for the total charge: -2.

Computed, not measured: a cluster of 2 separate species, C4H12N2O2 in total, with wB97M-V/def2-TZVPD.

```
20
Properties=species:S:1:pos:R:3
C -0.9802 -0.9586 -0.6873
C -1.9279 0.5760 1.2288
C -1.0997 0.5374 -0.0128
O -0.1264 -0.9686 -1.7787
O -0.6484 -1.9094 0.2952
N -0.9614 1.5591 -0.7377
H -0.5119 -2.7606 -0.1401
H 0.7659 -0.6743 -1.4743
H -1.9807 -1.1829 -1.0963
H -0.3861 1.4054 -1.5665
H -1.9276 1.5840 1.6370
H -1.5282 -0.1397 1.9448
H -2.9543 0.2936 0.9989
C 1.7546 0.5335 0.6799
N 2.2327 0.0978 -0.6243
H 2.7802 0.8231 -1.0754
H 2.8061 -0.7344 -0.5365
H 2.5150 0.5028 1.4665
H 1.3692 1.5493 0.6242
H 0.8093 -0.1336 0.8543
```

The energy above the lowest of the compared OMol25 structures with the same formula, charge and spin comes out at 226.59 kJ/mol. The value obtained for the orbital gap is 0.366 Eh. As for the total charge: 0. The SMILES is [H]/N=C(/C)C(O)O.CN.